1.
C10H30AgN6O4 as an isolated structure, computed with wB97M-V/def2-TZVPD.

Its net charge is +1.

Each line ends with the natural charge from an NBO analysis.
Geometry (Å):
Ag1 -22.749 -23.617 7.755  0.884
O1 -21.348 -23.147 5.909  -0.592
O2 -23.828 -21.601 7.374  -0.704
O3 -24.529 -24.845 8.878  -0.565
O4 -22.262 -22.575 9.980  -0.701
N1 -24.333 -20.713 5.512  -0.820
N2 -23.807 -19.449 7.129  -0.800
N3 -21.841 -25.952 8.719  -0.864
N4 -23.994 -24.749 5.678  -0.848
N5 -22.428 -24.387 11.164  -0.856
N6 -21.300 -22.686 11.960  -0.804
C1 -22.746 -24.858 4.890  -0.073
C2 -25.507 -24.490 9.855  -0.273
C3 -23.885 -20.653 6.717  0.750
C4 -22.639 -28.185 8.437  -0.644
C5 -24.244 -26.217 8.988  -0.067
C6 -22.006 -23.143 10.984  0.766
C7 -20.705 -21.889 5.848  -0.252
C8 -23.045 -25.521 3.512  -0.631
C9 -21.968 -23.499 4.638  -0.066
C10 -22.949 -26.720 8.176  -0.075
H1 -21.973 -25.440 5.391  0.195
H2 -23.045 -26.458 7.122  0.214
H3 -21.435 -21.098 5.677  0.173
H4 -22.273 -28.471 9.423  0.216
H5 -24.697 -19.884 5.064  0.392
H6 -20.094 -21.672 6.724  0.210
H7 -24.333 -23.871 5.310  0.349
H8 -25.969 -23.546 9.565  0.213
H9 -21.960 -28.658 7.728  0.230
H10 -23.601 -28.693 8.360  0.213
H11 -21.257 -23.587 3.816  0.199
H12 -23.037 -24.694 10.419  0.417
H13 -24.702 -25.379 5.329  0.377
H14 -22.633 -22.669 4.399  0.166
H15 -24.012 -26.446 10.028  0.152
H16 -23.819 -24.970 2.978  0.207
H17 -20.953 -26.224 8.320  0.375
H18 -19.969 -22.041 5.058  0.183
H19 -26.301 -25.182 10.137  0.194
H20 -21.810 -26.264 9.679  0.361
H21 -23.368 -19.345 8.033  0.419
H22 -25.070 -26.877 8.724  0.190
H23 -23.390 -26.555 3.521  0.225
H24 -22.097 -25.516 2.974  0.217
H25 -21.356 -23.131 12.864  0.391
H26 -25.075 -24.308 10.839  0.175
H27 -23.858 -18.748 6.404  0.391
H28 -22.420 -24.749 12.106  0.387
H29 -21.029 -21.714 11.918  0.411
H30 -24.522 -21.629 5.132  0.393

***

2.
A 2-piece molecular cluster, H3PS2 overall, computed with wB97M-V/def2-TZVPD.

The SMILES is [H][H].S=PS.

Each line ends with the natural charge from an NBO analysis.
Geometry (Å):
S1 -1.058 -1.690 0.232  -0.387
S2 -3.283 0.732 0.253  -0.319
P1 -1.654 -0.150 -0.769  0.540
H1 -3.513 0.185 1.490  0.169
H2 1.172 -2.466 -1.033  0.005
H3 1.059 -1.735 -1.199  -0.008

***

The HOMO-LUMO gap results, record by record, are as follows: 9.582, 7.582 eV.
The strongest force on any atom results, record by record, are as follows: 7.87, 1.68 eV/Å.